Here is one molecule with the formula C5H11NO3 from the OMol25 dataset. Energies are from ωB97M-V/def2-TZVPD.

energy above the lowest of the compared OMol25 structures with the same formula, charge and spin	137.2	kcal per mole
gap between HOMO and LUMO (alpha / beta)	7.77 / 8.48	eV
HOMO (alpha / beta)	-0.3188 / -0.3263	Eh
lowest unoccupied orbital energy (alpha / beta)	-0.9069 / -0.4014	eV
molecular weight	133.15	g/mol

Bonds (Å) are listed after each position.
CARTESIAN COORDINATES (ANGSTROEM)
1 C 0.96566 0.01017 -0.18655  C3 1.520, C4 1.527, C6 1.604, O7 1.419
2 C -1.40114 -1.15355 -0.17628  N5 1.440, C6 1.576, H13 1.087, H14 1.086
3 C 0.64127 0.76336 -1.46587  C1 1.520, H16 1.088, H17 1.091, H18 1.090
4 C 1.89730 0.81423 0.71804  C1 1.527, H15 1.091, H19 1.091, H20 1.089
5 N -2.28449 -0.01828 -0.11044  C2 1.440, O8 1.365
6 C -0.33165 -0.37123 0.67700  C1 1.604, C2 1.576, O9 1.255, H12 1.301
7 O 1.55541 -1.21966 -0.57672  C1 1.419, H10 0.966
8 O -3.11024 -0.19421 0.96232  N5 1.365, H11 0.969
9 O -0.19595 -0.69610 1.88186  C6 1.255
10 H 1.79664 -1.70241 0.22500  O7 0.966
11 H -3.73844 0.54280 0.93998  O8 0.969
12 H -1.02693 0.71375 0.49462  C6 1.301
13 H -1.75731 -2.02330 0.36976  C2 1.087
14 H -1.11698 -1.35745 -1.20458  C2 1.086
15 H 1.42772 1.75280 1.01450  C4 1.091
16 H 0.00586 0.17712 -2.12709  C3 1.088
17 H 1.57343 0.97133 -1.99258  C3 1.091
18 H 0.14697 1.70947 -1.24660  C3 1.090
19 H 2.82273 1.02630 0.18078  C4 1.091
20 H 2.13015 0.25484 1.62286  C4 1.089